Density functional theory data (wB97M-V/def2-TZVPD) for one molecule with the formula C5H8OS at a distorted geometry.

Summary:
Orbital gap, eV: 9.8
Relative energy (zero: lowest compared OMol25 entry of this formula, charge and spin), kcal/mol: 81.51
Structure (SMILES): CC/C=C\C(=O)S
LUMO energy, eV: -0.058

Each line ends with the natural charge from an NBO analysis.
Atoms and positions in Å:
C (-1.966, -0.709, -0.224)  -0.610
C (-0.819, -0.086, 0.553)  -0.483
C (-0.049, 1.085, -0.079)  -0.107
C (1.201, 0.990, -0.296)  -0.327
C (2.270, 0.131, -0.059)  0.321
H (-2.842, -0.054, -0.619)  0.209
H (-2.332, -1.394, 0.524)  0.220
H (-1.358, -1.073, -1.022)  0.200
H (-0.316, -1.031, 0.981)  0.242
H (-1.034, 0.177, 1.725)  0.213
H (-0.480, 2.141, -0.144)  0.225
H (1.374, 2.199, -0.562)  0.235
H (0.932, -1.430, -0.983)  0.145
O (3.380, 0.657, 0.234)  -0.524
S (2.038, -1.604, -0.028)  0.042

Density functional theory data (wB97M-V/def2-TZVPD) for C3H7N3O2 as an isolated structure at a distorted geometry.

Summary:
Orbital gap, eV: 9.6
Relative energy (zero: lowest compared OMol25 entry of this formula, charge and spin), kcal/mol: 163.19
LUMO energy, eV: -0.135

Each line ends with the natural charge from an NBO analysis.
Atoms and positions in Å:
C (1.370, 0.301, 0.796)  -0.774
C (1.085, -0.826, -0.048)  0.650
C (-1.391, -0.802, -0.081)  0.714
H (0.459, 1.354, 0.874)  0.260
H (1.744, 0.120, 1.996)  0.293
H (2.233, 0.788, 0.172)  0.267
H (-0.325, -2.468, -0.264)  0.451
H (-2.414, 0.770, 0.061)  0.413
H (-0.158, 0.788, -1.498)  0.368
H (0.057, 2.349, -0.374)  0.388
N (-0.339, -1.346, -0.407)  -0.649
N (-1.281, 0.532, 0.079)  -0.507
N (-0.608, 1.442, -0.867)  -0.668
O (2.006, -1.459, -0.637)  -0.525
O (-2.437, -1.542, 0.196)  -0.679

Density functional theory data (wB97M-V/def2-TZVPD) for a 13-piece molecular cluster, C4H31NO14S overall at a distorted geometry.

Summary:
Total charge: -1
Orbital gap (spin up / spin down), eV: 3.3 / 8.0
<S²>: 0.77
Relative energy (zero: lowest compared OMol25 entry of this formula, charge and spin), kcal/mol: 40.78
Multiplicity: 2
LUMO energy (spin up / spin down), eV: 2.019 / 2.010

Each line ends with the Löwdin spin population.
Atoms and positions in Å:
O (-1.467, 1.184, -1.598)  0.226
C (-0.928, 0.989, -0.445)  0.301
N (0.413, 1.391, -0.243)  -0.018
C (1.345, 1.055, 0.715)  0.179
O (2.488, 1.576, 0.623)  0.176
C (-1.647, 0.382, 0.717)  0.052
C (-2.719, -0.697, 0.622)  0.007
S (-4.312, 0.058, 0.133)  0.005
H (0.796, 1.742, -1.118)  -0.002
H (1.086, 0.272, 1.423)  0.009
H (-1.956, 1.176, 1.434)  0.019
H (-0.847, -0.102, 1.313)  0.005
H (-2.803, -1.341, 1.489)  0.001
H (-2.374, -1.369, -0.174)  0.001
H (-3.728, 1.078, -0.514)  0.002
H (2.378, -2.521, 2.902)  0.000
H (2.636, -1.605, 1.827)  0.000
O (3.065, -2.367, 2.241)  0.000
H (3.690, 1.083, -2.126)  0.000
H (3.006, 2.052, -0.981)  0.000
O (3.002, 1.704, -1.899)  0.001
H (-0.679, 2.979, 3.426)  0.001
H (-0.600, 1.830, 2.452)  0.002
O (-0.214, 2.690, 2.638)  0.007
H (0.179, -2.984, 1.837)  0.000
H (0.939, -2.263, 0.679)  0.000
O (0.365, -2.111, 1.481)  0.002
H (-1.632, -0.109, 3.293)  0.001
H (-0.144, -0.165, 3.929)  0.000
O (-0.890, 0.374, 3.660)  0.004
H (0.220, -0.195, -2.342)  0.001
H (0.747, -0.627, -3.715)  0.000
O (1.026, -0.413, -2.843)  0.000
H (-1.416, -3.769, 0.774)  0.000
H (-0.542, -3.301, -0.274)  0.000
O (-1.181, -4.027, -0.125)  0.001
H (2.044, -2.680, -1.268)  0.000
H (1.508, -1.237, -1.100)  0.002
O (1.363, -2.158, -0.834)  0.004
H (-0.453, 3.545, -3.078)  0.000
H (-1.244, 3.168, -1.779)  0.002
O (-0.780, 3.879, -2.241)  0.004
H (3.283, 1.047, 2.797)  0.000
H (2.724, -0.344, 2.972)  0.000
O (2.616, 0.557, 3.292)  0.000
H (-2.628, -0.481, -2.979)  0.000
H (-1.608, -1.670, -2.443)  0.000
O (-1.803, -0.952, -3.043)  0.002
H (-1.456, 1.583, -3.742)  0.000
H (-0.265, 0.681, -3.628)  0.000
O (-0.603, 1.416, -4.141)  0.000

Density functional theory data (wB97M-V/def2-TZVPD) for a 3-piece molecular cluster, C27H52ClN8O6S overall at a distorted geometry.

Summary:
Total charge: +1
Orbital gap (spin up / spin down), eV: 4.9 / 5.9
<S²>: 2.01
Multiplicity: 3
LUMO energy (spin up / spin down), eV: -4.549 / -4.549

Each line ends with the Löwdin spin population.
Atoms and positions in Å:
N (-2.654, -0.540, 4.245)  0.000
C (-2.054, -1.030, 5.247)  0.000
N (-2.566, -1.061, 6.590)  0.000
N (-0.774, -1.654, 5.119)  0.000
C (0.294, -0.730, 4.703)  0.000
C (0.633, 0.245, 5.854)  0.000
C (2.113, 0.188, 6.271)  0.000
C (2.773, 1.554, 6.525)  0.000
C (1.946, 2.616, 7.161)  0.000
C (1.956, 3.931, 6.885)  0.000
N (1.043, 4.562, 7.711)  0.000
C (0.744, 5.982, 7.722)  0.000
S (0.775, 6.617, 6.023)  0.000
O (2.113, 7.038, 5.752)  0.000
O (0.129, 5.644, 5.198)  0.000
C (0.492, 3.644, 8.501)  0.000
Cl (-0.629, 3.945, 9.708)  0.000
N (1.014, 2.465, 8.170)  0.000
O (0.756, 1.278, 8.769)  0.000
N (-0.815, 0.967, 9.016)  0.000
O (-1.449, 1.225, 8.128)  0.000
H (-3.580, -0.214, 4.518)  0.000
H (-3.156, -0.247, 6.731)  0.000
H (-3.153, -1.874, 6.741)  0.000
H (-0.874, -2.338, 4.375)  0.000
H (-0.051, -0.153, 3.839)  0.000
H (1.172, -1.306, 4.420)  0.000
H (0.029, -0.083, 6.700)  0.000
H (0.341, 1.252, 5.547)  0.000
H (2.689, -0.279, 5.471)  0.000
H (2.242, -0.429, 7.161)  0.000
H (3.066, 1.964, 5.554)  0.000
H (3.703, 1.442, 7.090)  0.000
H (2.544, 4.450, 6.147)  0.000
H (-0.266, 6.140, 8.101)  0.000
H (1.469, 6.530, 8.323)  0.000
H (-0.029, 7.693, 6.175)  0.000
C (-1.685, -1.665, 0.741)  0.000
C (-1.221, -0.695, -0.340)  0.027
C (-1.899, 0.665, -0.196)  0.016
C (-1.382, 1.681, -1.213)  0.001
C (0.140, 1.808, -1.151)  0.016
C (0.915, 0.483, -1.149)  0.027
N (0.268, -0.523, -0.246)  0.379
O (0.617, -0.312, 0.979)  0.523
C (1.057, -0.084, -2.571)  0.003
C (2.338, 0.754, -0.671)  -0.001
C (-1.665, -1.337, -1.665)  0.001
H (-1.357, -1.404, 1.744)  -0.001
H (-2.775, -1.684, 0.753)  0.000
H (-1.333, -2.676, 0.522)  0.000
H (-1.740, 1.047, 0.818)  0.003
H (-2.977, 0.534, -0.314)  0.001
H (-1.699, 1.411, -2.223)  0.000
H (-1.829, 2.656, -1.011)  0.001
H (0.497, 2.411, -1.989)  0.001
H (0.397, 2.361, -0.241)  0.002
H (1.543, -1.060, -2.550)  0.001
H (1.678, 0.584, -3.168)  0.000
H (0.118, -0.190, -3.107)  0.000
H (2.357, 1.279, 0.281)  0.000
H (2.841, 1.377, -1.410)  0.000
H (2.900, -0.174, -0.562)  0.000
H (-2.691, -1.691, -1.558)  0.000
H (-1.045, -2.197, -1.919)  0.001
H (-1.665, -0.660, -2.514)  0.000
C (0.832, -4.165, -5.403)  -0.001
C (0.467, -3.471, -6.710)  0.027
C (-0.669, -4.209, -7.414)  0.016
C (-1.150, -3.487, -8.671)  0.001
C (-1.532, -2.037, -8.369)  0.015
C (-0.500, -1.247, -7.555)  0.026
N (0.048, -2.060, -6.419)  0.374
O (-0.749, -2.021, -5.406)  0.528
C (0.638, -0.744, -8.460)  0.003
C (-1.163, 0.005, -6.990)  -0.001
C (1.740, -3.529, -7.572)  0.002
H (0.036, -4.100, -4.665)  -0.001
H (1.020, -5.219, -5.606)  0.000
H (1.736, -3.732, -4.973)  0.000
H (-1.509, -4.323, -6.722)  0.003
H (-0.332, -5.217, -7.665)  0.001
H (-0.388, -3.525, -9.454)  0.000
H (-2.020, -4.006, -9.076)  0.001
H (-1.714, -1.501, -9.303)  0.001
H (-2.480, -2.039, -7.824)  0.002
H (1.413, -0.260, -7.864)  0.002
H (0.244, -0.010, -9.162)  0.000
H (1.104, -1.523, -9.055)  0.000
H (-2.067, -0.228, -6.433)  0.000
H (-1.435, 0.661, -7.816)  0.000
H (-0.484, 0.546, -6.329)  0.000
H (2.163, -4.532, -7.507)  0.000
H (2.489, -2.827, -7.206)  0.001
H (1.573, -3.335, -8.627)  0.000

Density functional theory data (wB97M-V/def2-TZVPD) for C35H29CoN14O4Sb as an isolated structure.

Summary:
Total charge: -2
Orbital gap (spin up / spin down), eV: 4.0 / 5.7
<S²>: 0.78
Relative energy (zero: lowest compared OMol25 entry of this formula, charge and spin), kcal/mol: 10.64
Multiplicity: 2
LUMO energy (spin up / spin down), eV: 3.322 / 3.322

Each line ends with the Löwdin spin population.
Atoms and positions in Å:
Co (1.184, 0.324, -0.900)  -0.001
N (-3.809, -7.737, -4.799)  0.033
C (-3.238, -6.833, -4.367)  0.014
C (-2.533, -5.708, -3.828)  0.058
C (-3.233, -4.648, -3.244)  0.003
C (-2.554, -3.564, -2.733)  0.043
C (-1.145, -3.483, -2.764)  0.045
C (-0.463, -4.568, -3.358)  0.043
C (-1.135, -5.649, -3.881)  0.004
C (-0.435, -2.335, -2.224)  0.242
C (-0.901, -1.026, -2.559)  0.012
C (-1.935, -0.673, -3.448)  0.094
C (-1.961, 0.725, -3.512)  0.031
C (-0.948, 1.173, -2.678)  0.085
N (-0.312, 0.129, -2.103)  0.029
C (0.715, -2.568, -1.402)  0.010
C (1.202, -3.804, -0.937)  0.090
C (2.323, -3.537, -0.143)  0.026
C (2.469, -2.160, -0.127)  0.080
N (1.503, -1.570, -0.872)  0.029
H (-4.314, -4.691, -3.184)  -0.001
H (-3.106, -2.760, -2.267)  0.001
H (0.615, -4.520, -3.426)  0.001
H (-0.585, -6.454, -4.353)  -0.001
H (-2.547, -1.357, -4.013)  0.005
H (-2.615, 1.345, -4.105)  0.000
H (-0.635, 2.183, -2.484)  0.006
H (0.768, -4.769, -1.138)  0.005
H (2.952, -4.248, 0.371)  0.000
H (3.217, -1.579, 0.382)  0.005
N (4.470, 0.866, -1.078)  0.000
C (3.871, 0.960, 0.152)  0.000
N (4.500, 1.311, 1.265)  0.000
N (3.554, 1.208, 2.218)  0.000
N (2.432, 0.821, 1.716)  0.000
N (2.604, 0.654, 0.384)  0.000
C (3.744, 0.740, -2.248)  0.000
N (4.298, 0.762, -3.443)  0.000
N (3.255, 0.577, -4.288)  0.000
N (2.155, 0.445, -3.639)  0.000
N (2.432, 0.557, -2.321)  0.001
H (5.364, 1.314, -1.167)  0.000
C (3.465, -1.841, 3.840)  0.000
Sb (1.365, -1.680, 3.428)  0.002
C (0.891, -3.228, 4.890)  0.000
C (1.067, -0.110, 4.879)  0.001
H (3.598, -2.142, 4.880)  0.000
H (3.931, -0.873, 3.658)  0.000
H (3.923, -2.580, 3.182)  0.000
H (1.316, -2.979, 5.864)  0.000
H (1.310, -4.178, 4.551)  0.000
H (-0.189, -3.349, 4.989)  0.000
H (1.601, -0.353, 5.799)  0.000
H (0.005, 0.006, 5.102)  0.000
H (1.457, 0.820, 4.463)  0.000
N (-0.154, 0.152, 0.519)  0.001
C (-1.119, 0.361, 1.086)  0.000
C (-2.336, 0.659, 1.792)  0.000
C (-3.548, 0.242, 1.252)  0.000
C (-4.720, 0.554, 1.924)  0.000
C (-4.669, 1.272, 3.111)  0.000
C (-3.453, 1.689, 3.636)  0.000
C (-2.274, 1.385, 2.976)  0.000
H (-3.558, -0.299, 0.315)  0.000
H (-5.671, 0.243, 1.513)  0.000
H (-5.588, 1.517, 3.628)  0.000
H (-3.421, 2.257, 4.556)  0.000
H (-1.314, 1.703, 3.359)  0.000
O (2.650, 3.365, -1.127)  0.000
C (1.471, 3.254, -0.828)  0.000
O (0.744, 2.214, -0.705)  0.000
C (0.690, 4.531, -0.500)  0.000
C (1.343, 5.755, -0.531)  0.000
C (0.672, 6.933, -0.225)  0.000
C (-0.668, 6.900, 0.125)  0.000
C (-1.296, 5.667, 0.154)  0.000
C (-0.656, 4.483, -0.155)  0.000
N (-2.727, 5.621, 0.549)  0.000
O (-3.281, 6.677, 0.801)  0.000
O (-3.270, 4.540, 0.601)  0.000
H (2.390, 5.748, -0.803)  0.000
H (1.194, 7.881, -0.252)  0.000
H (-1.220, 7.793, 0.375)  0.000
H (-1.173, 3.535, -0.127)  0.000

Density functional theory data (wB97M-V/def2-TZVPD) for an isolated ion of composition C9H21N2S and charge +1 at a distorted geometry.

Summary:
Total charge: +1
Orbital gap (spin up / spin down), eV: 7.1 / 5.6
<S²>: 2.01
Multiplicity: 3
LUMO energy (spin up / spin down), eV: -2.581 / -7.490

Each line ends with the Löwdin spin population.
Atoms and positions in Å:
C (0.697, 0.251, -2.126)  0.024
C (2.121, -0.013, -1.690)  0.040
C (1.426, -0.391, 1.028)  0.511
C (-0.049, 1.428, 2.194)  0.011
C (2.299, 1.913, 1.668)  0.033
C (-2.280, -1.038, -2.269)  0.010
C (-1.804, -1.489, 0.117)  0.008
C (1.082, 1.067, 1.148)  0.042
C (-1.107, -1.256, -1.290)  0.017
N (1.360, -1.079, 2.165)  0.340
N (-0.254, -0.077, -1.065)  0.257
S (2.027, -1.238, -0.270)  0.651
H (0.688, 1.334, -2.375)  0.000
H (0.374, -0.312, -3.116)  0.003
H (2.682, -0.469, -2.594)  0.000
H (2.603, 0.851, -1.446)  0.005
H (-0.856, 0.545, 2.080)  0.000
H (-0.625, 2.344, 1.936)  0.001
H (0.363, 1.353, 3.069)  0.000
H (2.355, 1.693, 2.709)  0.002
H (2.036, 2.966, 1.385)  0.002
H (3.239, 1.798, 1.067)  0.001
H (-2.884, -0.287, -1.870)  0.001
H (-2.054, -0.851, -3.396)  0.000
H (-2.908, -2.057, -2.243)  0.003
H (-2.207, -2.435, 0.309)  0.001
H (-2.478, -0.633, 0.302)  0.000
H (-0.978, -1.335, 0.960)  0.002
H (0.822, 1.410, 0.204)  0.004
H (-0.562, -2.254, -1.510)  0.005
H (1.148, -0.549, 3.041)  0.009
H (1.634, -2.039, 2.194)  0.010
H (-0.891, 0.638, -1.003)  0.008

Energy values, unit eV, following the record order: -18193.768; -11784.236; -45641.181; -76390.204; -109980.657; -23476.756.